Here is a molecular structure, C32H66BINO12P2 from the OMol25 dataset. Energies are from ωB97M-V/def2-TZVPD.

Each line ends with the Löwdin charge.
Atoms and positions in Å:
C  3.91  -0.38  -3.54  -0.160
C  2.50  0.24  -3.99  -0.226
C  1.27  -0.64  -3.38  -0.200
C  0.71  0.17  -2.11  -0.121
C  0.11  -0.73  -0.92  -0.336
C  -1.47  -1.08  -1.11  -0.104
C  -1.85  -1.51  -2.61  -0.181
C  -3.48  -1.50  -2.70  -0.215
C  -4.03  -2.03  -4.11  -0.200
C  -5.60  -1.63  -4.18  -0.205
C  -6.47  -2.68  -3.34  -0.208
C  -7.86  -2.08  -2.80  -0.158
C  -8.32  -2.70  -1.38  -0.192
O  -8.16  -4.15  -1.32  -0.085
C  -8.81  -4.68  -0.16  -0.388
C  -8.02  -5.52  0.97  -0.008
O  -10.05  -4.57  0.02  0.054
C  0.40  0.25  0.37  -0.115
B  -0.29  1.73  0.37  -0.505
O  0.58  2.89  0.29  0.088
O  -1.69  2.00  0.39  0.118
C  0.28  -0.65  1.74  -0.436
C  1.53  -0.54  2.76  -0.122
C  1.14  0.14  4.17  -0.203
O  1.28  1.35  4.44  0.006
P  -1.48  -0.89  2.47  0.945
C  -1.48  -2.26  3.80  -0.280
C  -2.06  0.67  3.39  -0.286
C  0.50  -2.11  1.02  -0.251
N  0.84  -1.96  -0.47  -0.435
I  2.92  -2.00  -0.44  1.419
C  0.47  -3.32  -1.04  -0.227
O  1.54  -4.26  -0.80  -0.263
C  1.67  -5.20  -1.89  -0.193
O  2.98  -5.81  -1.74  -0.127
C  3.96  -5.10  -2.55  -0.183
C  4.24  -5.83  -3.96  -0.211
O  5.54  -5.55  -4.52  -0.092
H  3.89  -1.53  -3.50  0.043
H  4.70  -0.11  -4.34  0.087
H  4.24  0.04  -2.53  0.048
H  2.44  0.20  -5.13  0.110
H  2.40  1.34  -3.67  0.119
H  0.50  -0.68  -4.23  0.109
H  1.58  -1.72  -3.16  0.069
H  -0.13  0.86  -2.48  0.153
H  1.58  0.83  -1.74  0.125
H  -1.82  -1.93  -0.43  0.101
H  -2.14  -0.18  -0.86  0.125
H  -1.49  -0.78  -3.41  0.104
H  -1.55  -2.59  -2.87  0.116
H  -3.81  -0.41  -2.57  0.119
H  -3.88  -2.16  -1.85  0.116
H  -3.90  -3.17  -4.21  0.120
H  -3.47  -1.47  -4.94  0.113
H  -5.71  -0.61  -3.65  0.100
H  -5.97  -1.47  -5.25  0.117
H  -5.89  -3.05  -2.41  0.105
H  -6.67  -3.58  -4.02  0.123
H  -7.75  -0.95  -2.62  0.117
H  -8.73  -2.26  -3.52  0.121
H  -7.74  -2.20  -0.53  0.131
H  -9.45  -2.49  -1.26  0.134
H  -7.58  -4.84  1.78  0.089
H  -7.23  -6.21  0.53  0.081
H  -8.78  -6.19  1.51  0.096
H  1.52  0.53  0.43  0.113
H  0.85  3.16  1.20  0.106
H  -2.22  1.24  0.72  0.060
H  1.98  -1.56  3.03  0.120
H  2.40  0.08  2.34  0.120
H  0.71  -0.59  4.96  0.133
H  -0.43  -2.57  4.14  0.047
H  -2.09  -3.12  3.36  0.048
H  -2.06  -1.88  4.70  0.050
H  -2.33  0.47  4.48  0.061
H  -2.98  1.13  2.86  0.053
H  -1.25  1.47  3.34  0.047
H  -0.46  -2.71  1.27  0.102
H  1.33  -2.78  1.40  0.078
H  0.37  -3.23  -2.18  0.123
H  -0.52  -3.74  -0.66  0.167
H  0.90  -6.04  -1.88  0.165
H  1.67  -4.73  -2.93  0.146
H  4.97  -5.08  -1.98  0.141
H  3.68  -3.99  -2.69  0.083
H  4.17  -6.98  -3.85  0.138
H  3.47  -5.55  -4.75  0.127
H  6.21  -5.36  -3.83  0.089
O  3.21  8.12  3.56  -0.233
P  3.68  6.72  3.16  0.697
O  5.30  6.97  3.40  -0.219
C  5.78  7.38  4.67  -0.297
C  6.03  6.18  5.57  -0.082
O  3.65  6.96  1.53  -0.228
C  2.80  7.95  0.95  -0.304
C  3.58  9.23  0.71  -0.075
O  4.07  5.10  2.76  -0.200
C  3.81  4.07  3.71  -0.305
C  2.54  4.28  4.51  -0.097
H  5.09  8.08  5.15  0.106
H  6.72  7.91  4.51  0.121
H  5.08  5.72  5.86  0.060
H  6.54  6.48  6.49  0.080
H  6.62  5.43  5.06  0.081
H  1.92  8.12  1.56  0.102
H  2.45  7.55  -0.01  0.113
H  4.07  9.58  1.61  0.074
H  2.92  10.01  0.33  0.077
H  4.37  9.06  -0.03  0.078
H  4.67  3.96  4.37  0.102
H  3.72  3.14  3.15  0.111
H  2.61  5.17  5.15  0.072
H  2.34  3.42  5.15  0.063
H  1.68  4.43  3.85  0.080

Calculated values
spin multiplicity	1
M	856.54	u
electronic energy	-87655.475	eV
frontier orbital gap	0.2413	Ha
net charge	+1